182
Properties=species:S:1:pos:R:3:forces:R:3:mulliken_charge:R:1 method="wB97M-V/def2-TZVPD" molar_mass_g_mol=840.56 homo_lumo_gap_ev=6.619 relative_energy_ev=1.519 lumo_ev=-4.79 total_charge=+2 spin_multiplicity=1 energy_ha=-2503.51522
N 0.933117 5.232770 -1.397980 1.189 -0.347 0.814 -0.118
H 1.769507 5.422585 -0.840560 -0.044 0.921 -0.383 0.506
H 1.157857 5.240483 -2.386814 0.002 -0.117 0.000 0.428
H 0.143173 5.893474 -1.176586 -0.636 -0.085 0.471 -0.040
H 0.751658 4.272317 -1.004429 -1.402 -0.849 -0.487 0.048
N 2.647447 -2.567431 -1.066195 -0.408 0.690 0.040 1.511
H 3.539235 -2.133458 -0.842735 0.268 -0.532 -0.133 0.579
H 2.331196 -3.064277 -0.194274 0.595 0.005 -0.040 -0.757
H 2.631766 -3.163177 -1.957685 0.040 -0.222 0.301 0.468
H 2.027434 -1.727972 -1.202934 -0.639 0.216 0.148 -0.370
N 0.714298 1.402062 -3.238378 0.485 1.374 0.459 0.707
H 1.393228 1.656254 -3.948554 -0.100 -0.326 -0.168 0.508
H 1.069401 0.742464 -2.492139 -0.116 -1.519 0.472 -0.488
H -0.214123 1.169078 -3.646628 -0.169 0.097 -0.379 -0.207
H 0.622349 2.208970 -2.593286 -0.581 0.183 0.084 0.126
N 3.101845 1.843451 -0.318477 1.262 -0.448 0.468 0.441
H 3.101831 0.855989 -0.593246 -0.620 0.083 -0.360 0.280
H 3.435093 1.863233 0.688937 -0.322 0.308 0.701 0.010
H 2.142671 2.233760 -0.407224 -0.926 0.148 -0.143 -0.266
H 3.829105 2.350408 -0.817855 -0.283 -0.002 -0.344 0.488
O 1.136217 -0.236123 -1.178841 0.117 0.463 -0.829 -0.037
C 0.341444 0.238529 -0.126928 1.884 0.797 1.554 1.631
C -0.424291 1.573211 -0.276537 -1.998 -0.419 -0.569 -0.464
O 0.310794 2.717577 -0.603612 1.485 -0.288 -0.563 0.376
H 1.024444 0.517109 0.710222 0.336 0.080 0.187 -0.451
H -0.172196 -0.572278 0.403100 -0.932 0.217 -0.588 -1.288
H -1.088459 1.730924 0.588462 0.850 -0.051 0.841 -0.306
H -1.300098 1.412990 -0.934719 0.561 0.115 -0.965 -0.848
C -3.890727 2.746842 -4.646569 0.138 1.154 -0.126 -1.523
C -2.546211 2.400166 -3.969457 -1.549 -1.032 -0.288 -0.377
N -1.918218 1.268666 -4.651187 1.796 -0.475 0.753 0.734
C -1.750254 1.310913 -6.109561 -1.099 -0.184 -0.054 -0.882
C -0.314931 1.066537 -6.545454 -0.033 0.385 0.052 -1.067
C -2.391485 -0.069334 -4.203898 0.375 0.673 -0.759 -1.697
C -2.099092 -0.394269 -2.765823 -0.611 -0.067 0.682 0.347
H -3.690341 3.335206 -5.544309 -0.128 -0.352 -0.270 0.426
H -4.572064 3.404849 -4.102761 0.321 -0.059 0.543 0.401
H -4.493845 1.872654 -4.884502 0.274 -0.171 -0.125 0.320
H -1.859898 3.242133 -3.873016 -0.083 0.104 -0.208 0.361
H -2.781157 2.027834 -2.971137 0.269 0.299 0.167 0.075
H -2.463125 0.583995 -6.516186 0.316 -0.237 -0.276 0.448
H -2.151843 2.235732 -6.525741 0.426 0.285 0.199 0.493
H -0.128475 1.255281 -7.602492 -0.272 0.017 -0.050 0.491
H 0.274765 1.802886 -5.992624 0.338 -0.197 -0.080 0.106
H 0.031525 0.050521 -6.350869 -0.015 0.028 0.267 0.187
H -1.802576 -0.803753 -4.759367 -0.343 0.077 -0.470 0.620
H -3.441523 -0.098163 -4.513120 -0.132 -0.744 0.373 0.397
H -1.038618 -0.309823 -2.522599 -0.109 0.102 0.058 -0.561
H -2.373710 -1.414445 -2.506771 0.067 -0.165 -0.459 0.190
H -2.709207 0.173334 -2.060950 0.274 0.253 -0.023 0.295
C -3.594147 -6.242074 1.294037 -1.662 0.064 -0.110 -1.400
C -4.353845 -4.881915 1.365713 0.990 -1.193 -0.481 -0.042
N -3.749410 -3.839953 0.540748 -0.285 -0.281 0.243 0.122
C -2.412852 -3.490956 1.033740 -0.719 0.179 -1.547 -0.711
C -1.441379 -2.935923 -0.007973 0.458 1.067 0.535 1.374
C -4.666378 -2.710350 0.448846 0.199 0.131 -0.845 -0.268
C -4.304288 -1.753692 -0.719717 -1.127 0.215 1.981 -0.877
H -2.715017 -6.366969 1.918104 0.063 0.100 -0.026 0.360
H -3.442851 -6.576197 0.266786 0.489 0.457 -0.101 0.294
H -4.378097 -6.941056 1.603845 0.429 -0.269 0.530 0.470
H -5.337479 -5.117777 0.961952 -0.121 0.364 0.027 0.563
H -4.470714 -4.610033 2.423680 -0.024 0.187 -0.009 -0.189
H -1.928861 -4.403188 1.373151 -0.416 0.035 0.399 0.363
H -2.514032 -2.725104 1.813208 0.192 -0.204 0.477 -0.334
H -0.496761 -2.850017 0.545650 -1.802 0.452 -1.224 -0.959
H -1.619253 -1.903533 -0.316627 -0.512 -0.237 -0.218 -0.616
H -1.223930 -3.549084 -0.881407 -0.498 -0.187 0.069 0.378
H -5.679517 -3.046029 0.224338 0.144 -0.588 0.139 0.647
H -4.756636 -2.192577 1.415536 0.151 0.199 -0.136 -0.015
H -5.252646 -1.277051 -0.977499 0.122 -0.009 -0.519 0.566
H -3.713202 -0.942079 -0.294139 0.603 -0.113 -0.602 -0.150
H -3.884995 -2.326158 -1.536003 0.135 0.211 -0.079 0.298
C -1.445146 4.927753 1.573338 0.497 0.895 1.686 -1.640
C -2.091075 5.333429 0.287768 0.241 -1.357 -1.509 0.255
N -1.505531 6.457045 -0.461005 1.139 1.483 0.787 0.603
C -2.360974 6.922153 -1.564777 -0.694 -0.710 0.597 -0.848
C -2.171803 6.067828 -2.805720 0.108 0.097 0.004 -0.814
C -1.115255 7.590990 0.410901 0.050 0.150 0.225 -0.591
C -0.076511 8.502467 -0.258661 0.044 -0.530 0.363 -1.215
H -1.702265 5.576922 2.419126 -0.178 0.096 -0.148 0.503
H -0.352743 4.979297 1.557385 -0.024 -0.264 -0.389 0.310
H -1.726250 3.936146 1.924464 -0.097 -0.116 -0.494 0.138
H -1.862074 4.476780 -0.362326 -0.626 -0.101 -0.083 -0.099
H -3.180395 5.402809 0.377430 0.027 0.232 0.096 0.290
H -3.388288 6.819425 -1.190282 -0.164 -0.024 -0.350 0.365
H -2.264813 7.991657 -1.739427 0.461 -0.080 -0.123 0.458
H -2.975820 6.269689 -3.510995 0.039 -0.204 -0.128 0.521
H -1.218444 6.238885 -3.315443 -0.024 0.329 0.027 0.230
H -2.157664 5.013066 -2.528244 -0.348 -0.031 -0.032 -0.078
H -0.734001 7.178432 1.343641 0.429 -0.012 -0.177 0.349
H -1.966001 8.178315 0.780018 -0.262 0.055 -0.460 0.407
H 0.827339 7.933091 -0.495812 -0.029 -0.065 -0.117 0.210
H 0.270642 9.279227 0.421191 -0.279 0.154 -0.036 0.436
H -0.444530 8.946807 -1.180928 0.002 0.133 0.059 0.312
C 6.098211 1.009805 1.975472 -0.004 -0.776 1.263 -1.088
C 5.422869 2.336914 2.299703 -0.637 -1.580 -1.221 -0.703
N 3.948256 2.204056 2.400447 -0.352 1.434 -0.364 0.106
C 3.455010 3.568808 2.694010 -0.183 0.340 0.267 -0.863
C 1.966754 3.601506 2.795767 -1.777 -0.882 -0.384 -1.169
C 3.436556 1.167076 3.310674 1.261 -0.293 0.411 0.422
C 4.053050 1.250389 4.705627 1.308 -0.359 0.078 -1.659
H 5.983676 0.290578 2.794013 0.054 0.234 0.208 0.146
H 7.176112 1.143848 1.899856 -0.054 0.004 -0.495 0.449
H 5.663301 0.439700 1.150620 0.182 0.519 -0.465 0.205
H 5.877155 2.792002 3.178829 0.007 0.259 -0.105 0.554
H 5.534384 2.914001 1.378307 0.400 0.715 0.465 0.469
H 3.942031 3.999516 3.577200 -0.055 -0.212 0.177 0.480
H 3.716572 4.281201 1.902532 0.384 -0.420 -0.282 0.386
H 1.524417 3.011205 3.601907 0.344 0.349 0.392 0.383
H 1.473621 4.572939 2.796332 0.508 0.222 0.255 0.661
H 1.522775 3.087831 1.929316 0.168 0.138 -0.223 0.151
H 3.729769 0.255687 2.786678 -0.059 -0.328 0.484 -0.154
H 2.354678 1.121681 3.417410 -0.040 0.414 -0.513 0.029
H 3.941392 0.330707 5.282791 -0.847 0.255 0.190 0.460
H 3.820831 2.164219 5.250733 -0.638 -0.256 0.157 0.331
H 5.149923 1.279956 4.692302 0.010 0.128 -0.552 0.312
C -3.899969 -2.482846 4.645056 0.341 0.019 -0.908 -1.000
C -4.157507 -1.107671 4.034439 -0.010 0.213 0.357 -0.278
N -3.073021 -0.196625 4.471477 -0.685 -0.355 -0.942 0.400
C -2.661753 0.638413 3.331030 0.314 0.289 1.143 -0.443
C -1.348408 1.365443 3.574242 1.065 -0.276 -0.249 -0.925
C -3.472238 0.515468 5.693340 -0.052 0.170 -0.422 -0.852
C -4.439620 1.723544 5.507451 2.078 -0.490 0.945 -0.920
H -4.443268 -3.265822 4.111878 -0.378 0.023 0.479 0.154
H -4.059418 -2.479313 5.720590 -0.301 -0.172 -0.034 0.440
H -2.846027 -2.724317 4.492683 0.076 0.064 0.019 0.160
H -4.254969 -1.085721 2.946006 0.639 -0.443 0.017 0.049
H -5.160882 -0.736440 4.287268 0.089 0.070 0.527 0.291
H -2.413105 -0.002682 2.484698 -0.621 -0.184 -0.083 -0.014
H -3.475777 1.329135 3.092980 0.084 0.108 -0.539 0.327
H -1.188005 1.900939 4.510485 -0.498 0.138 -0.019 0.570
H -0.542326 0.622247 3.531842 -0.085 -0.176 0.296 0.211
H -1.077965 2.001881 2.727801 -0.347 0.314 0.138 -0.148
H -2.547285 0.851493 6.167466 -0.123 0.196 0.098 0.426
H -3.913711 -0.218160 6.368191 0.074 -0.058 -0.010 0.422
H -4.258684 2.300240 6.417384 -0.645 0.128 0.051 0.414
H -5.484496 1.462385 5.397529 -0.013 0.174 -0.368 0.308
H -3.952835 2.315686 4.735696 -0.839 0.309 -0.352 0.210
C 2.781629 -1.620161 -4.252156 0.941 -0.158 0.254 -1.033
C 1.958268 -2.904039 -4.285002 0.329 -0.040 -1.229 -0.904
N 2.427346 -4.021094 -3.432885 0.164 0.412 0.516 0.744
C 1.460031 -5.118820 -3.550175 -0.897 0.325 0.612 -1.018
C 0.244178 -4.889454 -2.634468 0.259 -0.180 -0.394 -0.745
C 3.816628 -4.426175 -3.757726 -0.923 -0.970 0.639 -0.717
C 4.409025 -5.399970 -2.724152 0.699 1.463 0.808 -1.236
H 2.403371 -0.773634 -4.824773 -0.576 -0.356 -0.182 0.293
H 3.758579 -1.820237 -4.696892 0.093 0.174 0.199 0.426
H 2.925571 -1.237610 -3.239964 0.040 -0.053 0.057 0.052
H 0.914988 -2.630412 -4.128288 -0.070 -0.520 0.420 0.361
H 2.043365 -3.321489 -5.297674 -0.369 0.387 -0.287 0.479
H 1.841522 -6.090665 -3.242065 0.654 0.250 -0.119 0.446
H 1.108293 -5.224721 -4.582443 0.174 -0.036 -0.114 0.231
H -0.485779 -4.172917 -3.009409 0.012 -0.057 -0.180 0.421
H 0.560146 -4.522936 -1.657365 0.069 -0.258 0.070 -0.111
H -0.222130 -5.870132 -2.539164 -0.374 0.214 0.275 0.379
H 3.826712 -4.950836 -4.717739 0.186 0.473 -0.369 0.412
H 4.407469 -3.515246 -3.732561 0.266 -0.174 -0.432 0.379
H 5.428669 -5.619708 -3.042111 -0.220 -0.690 -0.235 0.451
H 4.621555 -4.857929 -1.791841 -0.310 0.135 0.044 0.188
H 3.832139 -6.259328 -2.395994 0.006 -0.222 -0.662 0.316
C 0.149864 -3.981834 2.809952 -0.106 1.374 -0.492 -1.640
C 0.898258 -3.361138 1.627016 1.036 -0.985 -0.160 0.877
N 2.363319 -3.541184 1.576952 -0.628 -0.202 -0.120 1.497
C 2.759584 -4.958172 1.758745 1.030 0.866 -0.475 -0.704
C 2.124732 -5.898186 0.767331 -0.742 -0.205 -0.983 -1.048
C 3.015432 -2.624587 2.465913 1.118 1.868 0.796 -0.314
C 4.537069 -2.746585 2.533838 0.018 -0.671 -0.191 -1.554
H -0.851655 -3.547911 2.750009 0.105 -0.509 0.250 0.011
H 0.537770 -3.565796 3.739598 0.248 -0.562 0.167 0.398
H 0.116607 -5.064253 2.741224 0.024 -0.036 0.397 0.326
H 0.542806 -3.764521 0.670584 0.547 -0.637 0.717 -0.916
H 0.638257 -2.304431 1.536368 0.694 0.201 0.420 0.620
H 3.817861 -5.019021 1.488654 0.118 0.203 0.418 0.535
H 2.690832 -5.203100 2.821537 -0.336 -0.564 -0.088 0.409
H 2.299495 -5.654551 -0.290525 0.426 0.725 0.202 -0.034
H 2.580511 -6.888067 0.788473 -0.407 -0.151 0.648 0.532
H 1.032652 -5.909105 0.776640 0.031 -0.554 0.536 0.098
H 2.580429 -2.512893 3.471118 0.016 -0.863 0.145 0.458
H 2.902717 -1.574451 2.150265 -0.603 -0.262 -0.749 -0.356
H 5.017620 -1.901687 3.024878 -0.270 0.055 0.197 0.451
H 4.937340 -2.765535 1.514756 0.043 -0.124 0.005 0.256
H 4.859825 -3.657517 3.038210 0.104 0.053 -0.014 0.351